[1]
The following is a quantum chemistry calculation of a 2-piece molecular cluster, C8H12O2 overall at a distorted geometry, from OMol25.

Output
**LUMO energy**: 0.59 eV
**Charge**: 0
**SMILES string**: Cc1ccc(O)cc1.CO
**Strongest force on any atom**: 5.85 eV/Å

Atoms and positions in Å:
O 0.701 -0.260 2.463
O -1.548 2.684 1.601
C 0.279 -1.019 -1.581
C 0.113 -1.580 -3.000
C 0.514 -0.476 1.070
C -0.719 -1.251 -0.786
C 1.473 0.048 0.137
C 1.533 -0.377 -1.133
C -1.009 2.352 0.338
C -0.649 -0.974 0.607
H -0.207 -0.619 2.842
H -1.404 1.844 2.200
H -1.268 3.220 -0.202
H -1.490 -1.200 1.190
H 2.396 -0.398 -1.823
H -0.056 -2.633 -2.806
H -1.655 -1.587 -1.096
H 2.375 0.519 0.428
H 0.960 -1.515 -3.654
H -0.586 -1.145 -3.763
H 0.012 2.383 0.335
H -1.516 1.402 -0.067


[2]
The following is a quantum chemistry calculation of C8H13AlO7 as an isolated structure at a distorted geometry, from OMol25.

Output
**LUMO energy**: -6.43 eV
**Charge**: 0
**Strongest force on any atom**: 4.15 eV/Å

Atoms and positions in Å:
Al 10.438 -1.460 -27.822
O 5.538 -5.304 -21.272
O 15.076 -1.277 -24.996
O 5.992 -3.547 -22.694
O 8.474 -6.954 -29.713
O 8.238 4.347 -27.953
O 7.485 4.125 -25.919
O 9.540 -7.563 -27.971
C 6.933 6.074 -27.273
C 8.095 -9.158 -29.005
C 3.624 -4.062 -21.938
C 7.650 4.827 -26.986
C 4.460 -5.951 -20.639
C 8.882 -7.869 -28.983
C 3.340 -5.594 -21.617
C 5.190 -4.163 -21.967
H 7.375 -9.185 -28.187
H 8.619 -10.074 -28.731
H 4.613 -7.029 -20.595
H 3.234 -3.795 -22.920
H 7.622 -9.259 -29.982
H 15.811 -1.380 -24.360
H 4.544 -5.776 -19.566
H 7.370 6.658 -28.082
H 5.997 5.705 -27.692
H 2.373 -5.704 -21.127
H 3.311 -3.335 -21.189
H 3.305 -6.176 -22.538
H 6.743 6.596 -26.335


[3]
The following is a quantum chemistry calculation of C8H13Cl3IN3O4RhSSi as an isolated structure at a distorted geometry, from OMol25.

Output
**LUMO energy (alpha / beta)**: -2.41 / -6.02 eV
**Charge**: +1
**⟨S²⟩**: 6.01
**Strongest force on any atom**: 1.26 eV/Å
**Multiplicity**: 5

Atoms and positions in Å:
I -3.066 -4.730 -0.451
Rh 1.254 -0.322 -0.022
Cl 3.439 -1.002 -3.312
Cl 3.343 0.861 -0.630
Cl 4.747 -2.142 -0.457
S 0.599 -0.513 2.570
Si 3.162 -1.256 -1.329
O 0.825 -1.743 1.762
O -0.730 0.033 2.388
O -0.327 -1.541 -0.937
O 1.654 0.445 2.104
N -2.072 -1.739 0.485
N 0.625 2.798 0.788
N 0.143 1.295 -0.924
C 0.868 -0.829 4.262
C -1.113 1.981 -2.847
C 0.044 2.530 -0.395
C -0.662 3.540 -1.084
C -1.232 3.266 -2.290
C -1.361 -2.139 -0.547
C -0.433 1.045 -2.138
C -1.813 -3.301 -1.388
H -1.539 1.733 -3.808
H 0.567 3.730 1.155
H 0.468 -1.816 4.486
H -1.778 4.040 -2.813
H -0.307 0.043 -2.516
H -2.366 -2.914 -2.241
H -0.742 4.520 -0.632
H -0.931 -3.819 -1.746
H 1.045 2.083 1.365
H 0.347 -0.057 4.824
H -2.872 -2.281 0.773
H -1.726 -1.002 1.097
H 1.940 -0.797 4.447


[4]
The following is a quantum chemistry calculation of a 2-piece molecular cluster, C8H13ClN5 overall at a distorted geometry, from OMol25.

Output
**LUMO energy**: -5.92 eV
**Charge**: +1
**Strongest force on any atom**: 2.86 eV/Å

Atoms and positions in Å:
Cl -0.264 -1.268 -1.717
N 4.282 -1.283 -0.275
N 0.549 -0.987 -0.291
N 4.216 0.977 -0.468
N 5.544 1.130 0.028
N -0.103 -1.149 0.794
C -2.072 0.919 0.431
C -4.191 1.495 -0.543
C -2.955 1.872 -0.043
C -1.485 -1.495 0.948
C -3.657 -0.803 -0.104
C 3.648 -0.190 -0.610
C -2.421 -0.425 0.402
C -4.544 0.156 -0.565
H -3.934 -1.847 -0.123
H 3.703 1.810 -0.739
H 5.541 1.651 0.905
H -5.506 -0.149 -0.946
H 6.121 1.632 -0.645
H 5.243 -1.249 0.063
H 3.863 -2.186 -0.420
H -1.113 1.229 0.823
H -4.872 2.245 -0.912
H -2.673 2.914 -0.018
H 0.439 -0.911 1.617
H -1.677 -2.425 0.399
H -1.681 -1.664 2.009


[5]
The following is a quantum chemistry calculation of an isolated ion of composition C8H13ClNO2 and charge +1 at a distorted geometry, from OMol25.

Output
**LUMO energy (alpha / beta)**: -6.44 / -6.44 eV
**Charge**: +1
**SMILES string**: CO[C@H]1C(Cl)=C(C)[N+](=O)C[C@@H]1C
**Strongest force on any atom**: 4.07 eV/Å

Atoms and positions in Å:
Cl -1.537 -1.506 1.536
O 1.701 2.102 1.522
O 0.329 -1.640 -1.107
N 1.102 1.249 0.894
C -1.084 1.686 -1.677
C -0.062 -3.045 -1.003
C -0.517 -0.485 -0.750
C 1.164 1.350 -0.537
C 0.037 0.730 -1.396
C 0.302 0.321 1.546
C -0.486 -0.455 0.759
C 0.290 0.240 3.079
H -1.523 -0.591 -1.085
H -0.601 0.727 3.402
H 0.517 0.488 -2.335
H 0.689 -3.629 -0.487
H 0.469 -0.813 3.481
H 2.207 0.996 -0.630
H -0.741 2.647 -2.166
H -1.700 1.988 -0.891
H -0.242 -3.454 -1.967
H 1.111 0.752 3.480
H -1.640 1.159 -2.318
H -0.970 -3.228 -0.510
H 1.182 2.412 -0.840


[6]
The following is a quantum chemistry calculation of a 2-piece molecular cluster, C8H13F3N2O overall at a distorted geometry, from OMol25.

Output
**LUMO energy**: 0.74 eV
**Charge**: 0
**SMILES string**: FN(F)C1=CCCCC1.C/C(O)=N\F
**Strongest force on any atom**: 1.57 eV/Å

Atoms and positions in Å:
F 0.361 -2.150 2.157
F 1.239 -2.371 0.178
F 1.990 1.437 1.491
O 2.064 0.219 -1.755
N 0.686 -1.404 1.012
N 1.522 1.033 0.239
C -0.903 -1.068 -0.780
C -2.115 -0.412 -1.361
C -2.965 0.251 -0.280
C 2.438 0.619 -0.543
C -2.076 1.056 0.663
C -0.484 -0.830 0.458
C 3.896 0.503 -0.255
C -1.153 0.107 1.419
H 4.267 1.418 0.204
H -0.390 0.662 1.965
H 4.048 -0.312 0.453
H 1.098 0.262 -1.839
H -0.368 -1.756 -1.420
H -3.719 0.891 -0.741
H -2.682 1.620 1.371
H -1.724 -0.474 2.150
H -3.484 -0.519 0.295
H 4.434 0.291 -1.173
H -1.807 0.331 -2.105
H -1.474 1.762 0.089
H -2.701 -1.167 -1.891


[7]
The following is a quantum chemistry calculation of one molecule with the formula C8H13FN2O2S at a distorted geometry, from OMol25.

Output
**LUMO energy (alpha / beta)**: 0.30 / -1.71 eV
**Charge**: 0
**⟨S²⟩**: 2.02
**Strongest force on any atom**: 6.78 eV/Å
**Multiplicity**: 3

Atoms and positions in Å:
S 3.163 -0.666 -0.798
F 3.054 0.632 1.625
O 0.645 -1.260 1.083
O -1.199 2.157 -1.522
N 4.192 -1.339 1.851
N -0.461 0.637 0.075
C -4.107 -0.287 -0.444
C 0.647 -0.217 0.225
C 1.591 0.190 -0.664
C -1.846 0.421 0.507
C 1.054 1.217 -1.483
C -0.183 1.426 -0.991
C -2.628 -0.548 -0.376
C 3.934 -0.232 0.995
H -4.273 0.678 -1.001
H 3.436 -1.253 2.575
H 1.509 -1.516 1.018
H -2.472 -1.569 0.021
H -1.847 -0.014 1.486
H -2.420 1.396 0.647
H 4.020 -2.250 1.343
H -4.504 -0.920 -1.198
H -2.146 -0.435 -1.351
H -4.474 -0.429 0.653
H 1.474 1.486 -2.485
H -0.924 2.474 -2.399
H 4.764 0.223 0.606


[8]
The following is a quantum chemistry calculation of C8H13FNO as an isolated structure at a distorted geometry, from OMol25.

Output
**LUMO energy**: -2.69 eV
**Charge**: +1
**Strongest force on any atom**: 6.50 eV/Å

Atoms and positions in Å:
F 1.089 -2.298 1.041
O 4.219 1.666 -0.049
N -0.221 -0.140 0.298
C 1.234 -2.122 -0.273
C 3.065 1.028 -0.263
C -0.634 1.331 0.492
C -2.163 1.248 0.672
C 2.037 0.422 -0.395
C -2.543 0.256 -0.358
C -1.476 -0.853 -0.077
C 0.814 -0.273 -0.666
H 2.314 -2.411 -0.566
H -0.192 1.629 1.416
H 0.127 -0.528 1.238
H -2.172 0.565 -1.324
H 0.671 -0.343 -1.765
H 0.666 -2.789 -0.815
H -1.763 -1.335 0.873
H 5.009 1.276 -0.380
H -2.567 2.321 0.587
H -3.556 0.009 -0.267
H -2.406 0.908 1.693
H -0.341 2.003 -0.284
H -1.211 -1.570 -0.825


[9]
The following is a quantum chemistry calculation of a 2-piece molecular cluster, C8H13FNO overall at a distorted geometry, from OMol25.

Output
**LUMO energy**: -4.16 eV
**Charge**: +1
**Strongest force on any atom**: 5.21 eV/Å

Atoms and positions in Å:
F 1.239 -1.263 1.095
O 1.576 1.530 -1.054
N -2.078 0.094 0.241
C -1.496 -0.808 -0.467
C 3.094 -0.775 -0.443
C -1.746 0.480 1.564
C 3.282 0.264 0.712
C -0.884 -1.604 -1.308
C -3.385 0.477 -0.315
C 0.973 0.815 -0.129
C 1.811 -0.327 0.334
H -3.315 0.330 -1.350
H 3.378 1.246 0.436
H 3.696 -0.125 1.684
H -0.991 -0.036 2.094
H -3.395 1.562 -0.295
H -4.265 -0.069 -0.040
H 3.417 -1.781 -0.314
H 1.003 2.353 -1.172
H -2.644 0.542 2.256
H 3.193 -0.319 -1.491
H -0.964 -2.721 -1.391
H -0.112 -1.348 -2.120
H -1.388 1.484 1.471


[10]
The following is a quantum chemistry calculation of an isolated ion of composition C8H13IN and charge +1 at a distorted geometry, from OMol25.

Output
**LUMO energy**: -3.74 eV
**Charge**: +1
**SMILES string**: C=C/C=C\C=C(\I)[NH2+]CC
**Strongest force on any atom**: 4.71 eV/Å

Atoms and positions in Å:
I -1.008 -2.589 2.907
N -0.003 -1.081 0.578
C -1.298 0.351 2.096
C -0.783 -0.839 1.799
C 1.786 1.463 1.049
C -0.565 2.265 0.468
C 0.856 2.011 0.293
C -0.660 -1.661 -0.706
C 0.345 -1.948 -1.785
C -1.346 1.642 1.330
H -1.624 -0.997 -1.035
H 1.033 -2.692 -1.353
H -0.147 -2.297 -2.637
H 0.539 -0.186 0.405
H -1.181 -2.515 -0.324
H 0.896 -1.115 -2.040
H 2.768 1.202 0.637
H -1.777 0.555 3.050
H -2.332 2.091 1.283
H 0.688 -1.858 0.618
H 1.146 2.249 -0.755
H 1.594 1.369 2.176
H -1.212 3.071 0.001


[11]
The following is a quantum chemistry calculation of C8H13InN as an isolated structure at a distorted geometry, from OMol25.

Output
**LUMO energy**: 3.06 eV
**Charge**: -1
**Strongest force on any atom**: 2.65 eV/Å

Atoms and positions in Å:
In 0.204 -0.459 0.090
N 1.677 1.061 0.231
C -0.904 0.427 -1.992
C -1.543 1.178 -0.939
C 1.645 -1.885 -0.412
C -1.223 -0.972 -1.799
C 1.339 1.357 1.562
C -2.034 -1.085 -0.597
C -2.246 0.253 -0.087
C 0.136 0.582 2.091
H -0.865 -1.810 -2.410
H -1.475 2.264 -0.792
H -2.805 0.502 0.824
H -2.428 -2.016 -0.169
H -0.279 0.836 -2.796
H 1.078 -2.810 -0.499
H 2.334 1.600 -0.341
H 1.117 2.423 1.630
H 2.122 -1.602 -1.347
H 0.331 -0.236 2.797
H -0.743 1.180 2.360
H 2.203 1.108 2.186
H 2.357 -1.899 0.409


[12]
The following is a quantum chemistry calculation of C8H13InP as an isolated structure at a distorted geometry, from OMol25.

Output
**LUMO energy**: 3.24 eV
**Charge**: -1
**Strongest force on any atom**: 1.40 eV/Å

Atoms and positions in Å:
In 1.893 -0.490 -0.253
P 0.198 1.323 -0.715
C -2.097 0.951 1.049
C -0.793 1.723 0.818
C -1.432 -0.933 -1.500
C 3.808 0.324 0.469
C 0.717 -2.879 1.908
C -1.006 0.511 -1.893
C 1.144 -2.020 1.168
C 4.896 0.804 0.681
H -2.762 1.562 1.662
H -1.885 1.146 -1.937
H -1.051 2.777 0.747
H 5.878 1.138 0.892
H -1.242 -1.126 -0.453
H -0.537 0.477 -2.868
H -0.889 -1.651 -2.100
H -0.149 1.640 1.686
H -2.630 0.757 0.127
H 2.192 -1.328 -1.792
H -2.508 -1.049 -1.642
H 0.196 -3.690 2.346
H -1.942 0.031 1.600